Below is 2 unconnected molecules or ions with the total composition C6H10O, with properties calculated with the ωB97M-V functional and the def2-TZVPD basis.

## Properties
* gap between HOMO and LUMO: 8.253 eV
* maximum force: 0.24 eV/Å
* energy above the lowest of the compared OMol25 structures with the same formula, charge and spin: 106.2 kcal per mole
* E_LUMO: 0.11 eV
* energy: -8426.6334 eV
* HOMO energy: -8.1 eV

ORCA input file:
```
! RIJCOSX wB97M-V def2-TZVPD def2/J DEFGRID3
* xyz 0 1
C -1.90 0.24 -0.03
C -0.76 0.21 0.98
C 0.11 -1.02 0.88
C 1.48 -0.99 0.96
C 1.84 0.01 0.07
C 1.07 1.26 0.01
O 0.01 1.38 0.97
H -2.54 -0.64 0.08
H -1.53 0.27 -1.06
H -2.51 1.14 0.14
H -1.20 0.17 1.99
H 0.52 -1.23 -2.30
H -0.42 -1.96 0.73
H 2.10 -1.85 1.20
H 1.17 -0.99 -2.02
H 1.77 2.08 0.23
H 0.70 1.43 -1.01
*
```